Entry 1:
# C20H54O8

7 unconnected molecules or ions with the total composition C20H54O8 at a distorted geometry (wB97M-V/def2-TZVPD, the OMol25 dataset).

The calculation puts the highest occupied orbital energy at -0.3589 Eh. Its net charge is 0. Its gap between HOMO and LUMO is 10.3 eV. Its maximum force is 0.072 Eh/bohr. As for the SMILES: CC(C)O.CC(C)O.CC(C)O.CC(C)O.CC(C)O.CC(C)O.OCCO. As for the calculated total energy: -37991.7226 eV. As for the energy relative to the best compared isomer or geometry (same formula, charge and spin): 4.120 eV.

XYZ file:
```
82
C20H54O8 | the OMol25 dataset | wB97M-V/def2-TZVPD
C 3.888 0.217 -4.468
C 2.744 -0.624 -3.965
C 2.169 -1.609 -5.001
O 3.009 -1.288 -2.775
H 3.595 0.975 -5.195
H 4.774 -0.357 -4.737
H 4.239 0.822 -3.632
H 1.968 0.062 -3.625
H 1.760 -0.910 -5.731
H 1.218 -2.093 -4.776
H 2.890 -2.286 -5.457
H 3.489 -0.744 -2.145
C -1.149 3.332 0.160
C -0.286 4.208 1.143
C -1.086 4.649 2.316
O 0.642 3.284 1.630
H -0.468 2.822 -0.522
H -1.953 3.958 -0.227
H -1.620 2.543 0.745
H 0.111 5.019 0.533
H -1.856 5.242 1.823
H -0.733 5.213 3.179
H -1.563 3.866 2.905
H 0.828 2.557 1.030
C -1.780 -6.194 -2.683
C -2.338 -5.531 -1.436
C -1.583 -4.253 -0.967
O -3.663 -5.321 -1.592
H -2.482 -6.142 -3.515
H -1.322 -7.172 -2.533
H -0.832 -5.728 -2.953
H -2.251 -6.179 -0.564
H -0.507 -4.425 -0.998
H -1.768 -3.883 0.041
H -1.656 -3.440 -1.690
H -3.831 -4.769 -2.359
C 1.493 0.802 4.634
C 0.297 1.755 4.798
C -0.920 1.157 4.014
O -0.022 2.143 6.160
H 2.041 0.866 3.694
H 1.133 -0.224 4.554
H 2.309 0.828 5.356
H 0.504 2.727 4.349
H -1.086 1.394 2.963
H -1.813 1.566 4.486
H -1.035 0.074 4.062
H -0.343 3.047 6.115
C -5.229 -1.316 0.506
C -4.495 0.001 0.467
C -4.850 0.949 -0.698
O -4.908 0.722 1.576
H -4.925 -1.982 -0.301
H -6.275 -1.168 0.236
H -5.277 -1.685 1.531
H -3.477 -0.319 0.692
H -4.642 0.337 -1.576
H -4.202 1.823 -0.768
H -5.903 1.229 -0.698
H -5.863 0.651 1.638
C 4.437 0.262 1.025
C 4.012 1.579 0.290
C 4.989 2.079 -0.663
O 2.920 1.185 -0.457
H 3.667 -0.025 1.742
H 5.366 0.469 1.556
H 4.627 -0.480 0.249
H 3.652 2.364 0.956
H 5.773 2.620 -0.132
H 4.547 2.710 -1.435
H 5.417 1.269 -1.253
H 2.153 1.214 0.119
C 0.330 -0.975 -0.840
C -0.357 -0.067 0.300
O 0.763 0.553 0.964
O 1.281 -1.892 -0.437
H 0.789 -0.313 -1.575
H -0.464 -1.459 -1.409
H -0.791 -0.809 0.969
H -1.107 0.618 -0.096
H 0.979 -0.182 1.543
H 1.908 -1.917 -1.164
```

---

Entry 2:
# C3H2F2O

C3H2F2O in the gas phase at a distorted geometry (wB97M-V/def2-TZVPD, the OMol25 dataset).

The calculation puts the highest occupied orbital energy at -0.3997 Eh. Its net charge is 0. Its gap between HOMO and LUMO is 11.5 eV. Its maximum force is 0.080 Eh/bohr. As for the SMILES: C=C(F)C(=O)F. As for the calculated total energy: -10624.5021 eV. As for the energy relative to the best compared isomer or geometry (same formula, charge and spin): 0.474 eV.

XYZ file:
```
8
C3H2F2O | the OMol25 dataset | wB97M-V/def2-TZVPD
C 0.095 0.150 0.032
C 1.294 0.686 0.045
C 2.746 -0.331 0.039
O 3.857 0.031 0.087
F 1.595 1.974 0.024
F 2.362 -1.606 -0.016
H -0.798 0.752 0.012
H -0.024 -0.918 0.046
```

---

Entry 3:
# C22H74N2O21

14 unconnected molecules or ions with the total composition C22H74N2O21 at a distorted geometry (wB97M-V/def2-TZVPD, the OMol25 dataset).

The calculation puts the highest occupied orbital energy at -0.3269 Eh. Its net charge is 0. Its gap between HOMO and LUMO is 9.1 eV. Its maximum force is 0.050 Eh/bohr. As for the calculated total energy: -69987.6262 eV.

XYZ file:
```
119
C22H74N2O21 | the OMol25 dataset | wB97M-V/def2-TZVPD
C -1.449 -5.943 0.987
C -2.032 -5.279 2.275
C -3.348 -4.649 1.928
O -3.171 -3.580 1.005
C -2.914 -2.317 1.615
N -2.246 -6.249 3.276
H -0.488 -6.469 1.151
H -1.330 -5.210 0.176
H -2.151 -6.709 0.625
H -1.420 -4.497 2.716
H -3.917 -4.342 2.786
H -4.026 -5.295 1.347
H -2.301 -2.431 2.500
H -3.875 -1.877 1.885
H -2.421 -1.650 0.901
H -1.506 -6.173 3.956
H -2.291 -7.197 2.932
C -3.594 1.726 6.489
C -4.261 1.173 5.230
C -3.345 0.968 4.049
O -2.878 2.151 3.561
C -1.644 2.086 2.918
N -4.882 -0.144 5.525
H -2.901 0.964 6.897
H -4.231 2.082 7.270
H -2.955 2.628 6.306
H -5.021 1.887 4.939
H -3.871 0.360 3.269
H -2.482 0.319 4.372
H -0.888 1.602 3.604
H -1.308 3.132 2.775
H -1.663 1.565 1.961
H -4.338 -0.458 6.360
H -5.845 -0.040 5.837
C 0.423 4.349 -0.455
C 0.880 5.710 0.005
O 0.670 6.655 -0.995
O 1.183 3.957 -1.625
H -0.646 4.370 -0.704
H 0.549 3.541 0.254
H 1.929 5.586 0.354
H 0.168 6.006 0.848
H 1.203 6.284 -1.714
H 0.521 3.583 -2.208
C 0.336 4.452 -4.729
C -0.727 3.416 -4.663
O -1.029 3.057 -3.338
O 1.605 3.797 -4.486
H 0.122 5.271 -4.051
H 0.298 4.984 -5.705
H -0.426 2.609 -5.295
H -1.585 3.759 -5.183
H -1.372 2.142 -3.361
H 2.204 4.301 -3.933
C 0.337 0.287 -0.585
C 1.062 -0.965 -1.056
O 0.953 -2.024 -0.133
O 1.124 0.819 0.460
H -0.518 -0.032 0.005
H 0.068 0.976 -1.419
H 2.057 -0.590 -1.284
H 0.593 -1.262 -2.025
H 1.209 -2.843 -0.618
H 1.928 1.231 0.137
C 3.135 3.066 3.217
C 1.868 2.589 3.785
O 1.575 3.414 4.948
O 2.964 4.263 2.496
H 3.511 2.355 2.436
H 3.923 3.117 4.008
H 1.976 1.509 4.076
H 0.990 2.657 3.147
H 0.766 3.044 5.323
H 3.007 4.926 3.183
C -1.971 -3.192 -2.668
C -3.243 -3.626 -3.386
O -3.241 -3.175 -4.734
O -0.862 -3.834 -3.317
H -1.979 -3.578 -1.670
H -2.031 -2.081 -2.679
H -4.048 -3.214 -2.798
H -3.348 -4.708 -3.302
H -4.094 -3.320 -5.153
H -0.923 -3.690 -4.281
C 2.623 0.124 -4.508
C 1.813 -0.991 -5.045
O 0.875 -0.521 -5.998
O 1.744 0.938 -3.661
H 2.937 0.748 -5.299
H 3.435 -0.191 -3.889
H 1.257 -1.429 -4.221
H 2.481 -1.776 -5.439
H 0.887 -0.881 -6.878
H 1.652 1.849 -3.981
C 5.098 0.395 -0.637
C 4.506 1.546 -1.423
O 3.321 1.868 -0.819
O 6.489 0.242 -0.773
H 4.636 -0.559 -1.012
H 4.894 0.473 0.425
H 4.332 1.309 -2.498
H 5.229 2.375 -1.457
H 2.858 2.494 -1.411
H 7.091 0.646 -0.165
O 1.593 -3.757 -1.991
H 0.819 -3.629 -2.553
H 1.504 -4.659 -1.645
O 0.975 -3.798 2.474
H 0.138 -3.625 2.069
H 1.661 -3.386 1.914
O 0.371 -0.733 2.831
H 0.566 -1.678 2.825
H 0.983 -0.295 2.189
O 3.133 -2.293 1.224
H 2.268 -1.895 0.956
H 3.287 -2.057 2.156
O -0.827 0.276 -3.859
H -0.864 0.404 -4.797
H 0.134 0.388 -3.656
```

---

Entry 4:
# CH20Ag2O13

A molecular structure, CH20Ag2O13 at a distorted geometry (wB97M-V/def2-TZVPD, the OMol25 dataset).

The calculation puts the highest occupied orbital energy at -0.3675 Eh. Its net charge is 0. Its gap between HOMO and LUMO is 6.0 eV. Its maximum force is 0.045 Eh/bohr. As for the calculated total energy: -35974.8323 eV.

XYZ file:
```
36
CH20Ag2O13 | the OMol25 dataset | wB97M-V/def2-TZVPD
Ag 0.955 -2.477 2.901
Ag 2.626 -0.065 1.674
C 0.236 -0.251 0.258
O 0.038 -0.391 -0.967
O 0.177 0.786 0.961
O 0.697 -1.439 0.963
O 1.322 2.674 -0.449
H 0.801 3.415 -0.759
H 0.729 2.052 -0.050
O 0.695 2.529 2.941
H 0.460 2.112 2.115
H 1.544 2.181 3.228
O 2.592 0.197 -1.890
H 2.611 1.135 -2.126
H 1.650 0.115 -1.707
O -2.556 -0.844 -1.354
H -1.608 -0.710 -1.284
H -2.733 -1.713 -0.989
O 2.054 -3.214 -0.837
H 1.593 -2.435 -0.506
H 2.150 -3.807 -0.095
O -1.868 -2.821 0.505
H -1.965 -2.745 1.460
H -1.121 -2.253 0.273
O -1.880 2.947 0.756
H -2.709 2.472 0.693
H -1.261 2.219 0.603
O -0.786 1.538 -2.709
H -0.440 2.198 -2.094
H -0.625 0.723 -2.233
O -1.639 0.162 3.242
H -1.055 0.452 2.533
H -1.346 0.720 3.972
O 0.322 -1.695 -3.381
H 0.151 -1.178 -2.592
H 0.188 -2.588 -3.057
```

---

Entry 5:
# C4H12NOP

3 unconnected molecules or ions with the total composition C4H12NOP at a distorted geometry (wB97M-V/def2-TZVPD, the OMol25 dataset).

The calculation puts the highest occupied orbital energy at -0.3416 Eh. Its net charge is 0. Its gap between HOMO and LUMO is 8.9 eV. Its maximum force is 0.029 Eh/bohr. As for the SMILES: CCP=O.C=C.N. As for the calculated total energy: -17167.7748 eV. As for the energy relative to the best compared isomer or geometry (same formula, charge and spin): 3.171 eV.

XYZ file:
```
19
C4H12NOP | the OMol25 dataset | wB97M-V/def2-TZVPD
C -0.180 -1.758 -1.177
C -2.124 2.321 0.931
C -0.387 -3.034 -1.424
C -1.317 2.155 -0.343
N 3.753 -1.246 0.903
O 0.532 1.162 1.355
P 0.356 1.319 -0.089
H -0.651 -1.257 -0.342
H 2.841 -1.520 0.556
H 0.471 -1.154 -1.789
H -3.049 2.865 0.736
H -2.375 1.347 1.353
H -1.545 2.867 1.676
H 0.083 -3.538 -2.253
H -1.034 -3.637 -0.809
H -1.099 3.126 -0.802
H -1.865 1.578 -1.094
H 3.726 -1.337 1.913
H 3.863 -0.259 0.699
```

---

Entry 6:
# C6H14NO2PS

2 unconnected molecules or ions with the total composition C6H14NO2PS (wB97M-V/def2-TZVPD, the OMol25 dataset).

The calculation puts the highest occupied orbital energy at -0.3098 Eh. Its net charge is 0. Its gap between HOMO and LUMO is 9.0 eV. Its maximum force is 0.014 Eh/bohr. As for the SMILES: OP(O)N=C1CCCCC1.S. As for the calculated total energy: -32159.7096 eV. As for the energy relative to the best compared isomer or geometry (same formula, charge and spin): 0.000 eV.

XYZ file:
```
25
C6H14NO2PS | the OMol25 dataset | wB97M-V/def2-TZVPD
C -0.912 -0.671 -1.561
C 0.375 0.146 -1.579
C -1.283 -1.032 -0.127
C 1.518 -0.631 -0.920
C -0.156 -1.841 0.523
C 1.112 -1.047 0.461
N 1.815 -0.664 1.435
O 2.926 -0.402 3.617
O 0.597 0.410 3.351
P 1.517 -0.958 3.098
S -1.259 3.200 0.479
H -1.719 -0.093 -2.015
H -0.777 -1.582 -2.149
H 0.649 0.401 -2.604
H 0.219 1.078 -1.028
H -1.444 -0.112 0.441
H -2.209 -1.609 -0.105
H 1.741 -1.523 -1.508
H 2.418 -0.018 -0.863
H -0.393 -2.083 1.563
H -0.022 -2.775 -0.029
H -0.386 4.090 0.039
H 3.235 0.320 3.050
H -0.325 0.217 3.515
H -1.536 3.910 1.563
```

---

Q: The highest calculated total energy belongs to which entry?
A: C3H2F2O

---

Q: Which value of net charge does entry 4 give?
A: 0

---

Q: What is the maximum force in the fifth record?
A: 0.029 Eh/bohr